49
Properties=species:S:1:pos:R:3 method="wB97M-V/def2-TZVPD" lumo_energy_ev="-3.06 / -3.17" homo_ev="-11.555 / -11.615" orbital_gap_ha="0.312 / 0.310" multiplicity=5 total_charge=+1
Cr -0.698 0.301 -1.240
C -1.339 -3.457 -1.208
C -2.420 -2.899 -2.141
S -2.630 -1.049 -2.063
C -3.950 -0.778 -0.846
C -3.631 -1.176 0.541
S -2.119 -0.432 1.120
C -1.448 -1.648 2.153
C -0.726 -2.832 1.404
S -1.725 -4.037 0.453
H -0.566 -2.727 -1.136
H -0.925 -4.323 -1.694
H -3.383 -3.346 -1.999
H -2.245 -3.138 -3.155
H -4.777 -1.381 -1.157
H -4.181 0.279 -0.879
H -3.533 -2.210 0.697
H -4.416 -0.850 1.198
H -2.199 -2.015 2.847
H -0.680 -1.117 2.697
H -0.315 -3.437 2.252
H 0.079 -2.439 0.720
O 1.089 -0.674 -0.433
C 1.532 0.481 -0.243
O 0.898 1.442 -0.798
C 2.796 0.683 0.632
C 3.198 1.965 1.017
C 4.283 2.083 1.862
C 4.904 1.011 2.478
C 4.536 -0.256 2.076
C 3.492 -0.401 1.195
N 5.272 -1.425 2.636
O 6.509 -1.367 2.512
O 4.611 -2.335 3.199
N 4.682 3.450 2.306
O 5.686 3.506 2.950
O 3.951 4.374 2.031
H 2.753 2.828 0.662
H 5.820 1.068 3.110
H 3.207 -1.380 0.884
N -4.042 3.884 -3.246
N -2.816 3.266 -2.995
N -1.700 3.750 -3.481
C -0.794 2.839 -3.094
N -1.395 1.954 -2.281
N -2.703 2.170 -2.336
H -3.735 4.806 -3.645
H -4.468 3.963 -2.301
H 0.263 3.025 -3.262

69
Properties=species:S:1:pos:R:3 method="wB97M-V/def2-TZVPD" relative_energy_kj_mol=131.5 lumo_energy_ev=4.20 homo_ev=-2.661 orbital_gap_ha=0.252 multiplicity=1 total_charge=-2
Y 0.568 1.066 0.212
O -1.004 2.383 1.236
N -0.814 3.128 2.309
C -1.805 3.152 3.219
C -1.735 3.933 4.341
C -0.584 4.712 4.526
C 0.423 4.660 3.604
C 0.353 3.841 2.450
S 1.571 3.688 1.298
H -2.628 2.497 2.974
H -2.545 3.916 5.054
H -0.483 5.339 5.403
H 1.332 5.229 3.729
C -2.083 2.009 -4.580
C -1.619 1.989 -3.136
O -2.234 3.052 -2.422
P -2.070 0.434 -2.258
O -1.648 -0.758 -3.204
O -3.662 0.315 -2.270
O -1.542 0.407 -0.871
P 0.211 1.972 -2.882
O 0.860 2.983 -3.932
O 0.595 0.545 -3.175
O 0.283 2.537 -1.486
H -3.147 1.776 -4.656
H -1.521 1.293 -5.177
H -1.911 3.009 -4.978
H -1.641 3.233 -1.669
H -0.686 -0.521 -3.384
H -3.990 0.530 -1.388
H 1.795 3.062 -3.658
N 3.832 -0.443 0.422
C 3.173 -0.267 1.626
N 3.597 -0.797 2.760
N 2.706 -0.351 3.674
N 1.819 0.389 3.122
N 2.078 0.470 1.788
C 3.673 0.375 -0.675
N 4.541 0.393 -1.678
N 4.045 1.326 -2.512
N 2.959 1.821 -2.044
N 2.662 1.228 -0.850
H 4.690 -0.963 0.468
C 1.219 -2.803 -3.574
N 0.635 -2.944 -2.248
C -0.518 -3.814 -2.083
C 0.833 -1.971 -1.394
N 1.018 -1.117 -0.644
H 1.709 -3.737 -3.859
H 1.945 -1.994 -3.566
H 0.441 -2.568 -4.307
H -0.229 -4.833 -2.348
H -1.337 -3.481 -2.727
H -0.842 -3.788 -1.045
F -3.780 -2.435 2.102
C -2.899 -1.607 2.676
F -3.348 -0.358 2.496
F -2.901 -1.848 3.988
S -1.184 -1.812 1.917
O -0.800 -0.441 1.707
O -1.397 -2.655 0.769
N -0.285 -2.411 3.048
S -0.227 -3.973 3.310
O -1.470 -4.664 3.103
O 0.507 -4.200 4.516
C 0.906 -4.641 1.961
F 0.219 -5.379 1.075
F 1.830 -5.443 2.505
F 1.540 -3.677 1.297

37
Properties=species:S:1:pos:R:3 method="wB97M-V/def2-TZVPD" relative_energy_kj_mol=87.1 lumo_energy_ev=0.78 homo_ev=-8.947 orbital_gap_ha=0.357 smiles="C=CCNC(=O)N[C@@H](Cc1ccccc1)C(=O)OC" multiplicity=1
C -0.073 3.415 1.002
C 0.102 3.242 -0.294
C -1.006 2.962 -1.270
N -0.731 1.819 -2.116
C -0.567 0.527 -1.697
O -0.159 -0.333 -2.453
N -0.897 0.277 -0.397
H -1.409 0.955 0.143
C -0.932 -1.070 0.103
C -2.267 -1.321 0.784
O -3.020 -0.442 1.119
O -2.469 -2.619 0.991
C -3.665 -3.014 1.656
H -4.233 -2.132 1.955
H -4.253 -3.624 0.971
H -3.387 -3.601 2.531
H -0.800 -1.749 -0.747
C 0.207 -1.314 1.124
C 1.525 -1.038 0.459
C 2.088 0.228 0.517
C 3.269 0.503 -0.149
C 3.899 -0.488 -0.881
C 3.343 -1.754 -0.943
C 2.162 -2.026 -0.279
H 1.725 -3.013 -0.337
H 3.829 -2.530 -1.517
H 4.819 -0.274 -1.405
H 3.698 1.494 -0.098
H 1.595 1.006 1.083
H 0.064 -0.646 1.976
H 0.151 -2.348 1.465
H -0.315 1.995 -3.017
H -1.132 3.826 -1.929
H -1.953 2.811 -0.740
H 1.091 3.282 -0.730
H 0.748 3.624 1.667
H -1.051 3.371 1.455

37
Properties=species:S:1:pos:R:3 method="wB97M-V/def2-TZVPD" relative_energy_kj_mol=244.6 lumo_energy_ev=0.40 homo_ev=-8.861 orbital_gap_ha=0.340 smiles="N[C@@H](Cc1ccccc1)C(=O)N1CCC[C@H]1C(=O)O" multiplicity=1
C 1.169 -0.771 -0.880
C 0.773 0.601 -0.195
C -0.036 -1.640 -1.166
C -1.282 -1.045 -1.943
C -1.154 -0.357 -3.195
C -2.558 -1.289 -1.474
C -2.246 -0.058 -3.909
C -3.664 -0.781 -2.125
C -3.481 -0.132 -3.322
C 1.504 0.296 2.231
C 0.601 -0.687 2.838
C 1.845 1.445 3.184
C 0.725 2.481 2.927
C 0.650 2.385 1.368
H 2.477 -2.172 -0.965
H 2.842 -1.250 0.339
H 1.641 -0.521 -1.845
H 0.458 -2.386 -1.868
H -0.401 -2.089 -0.184
H -0.163 -0.428 -3.602
H -2.627 -2.055 -0.748
H -2.235 0.449 -4.894
H -4.705 -0.958 -1.867
H -4.376 0.182 -3.898
H 2.454 -0.271 2.033
H 2.811 1.952 2.894
H 1.979 1.227 4.246
H -0.225 2.205 3.284
H 0.855 3.522 3.241
H 1.459 2.976 0.850
H -0.255 2.828 0.962
H 1.269 -2.054 1.663
N 2.045 -1.676 -0.124
N 0.911 0.975 1.112
O 0.447 1.381 -1.117
O -0.349 -0.315 3.549
O 0.839 -1.970 2.600

36
Properties=species:S:1:pos:R:3 method="wB97M-V/def2-TZVPD" relative_energy_kj_mol=506.7 lumo_energy_ev=-4.98 homo_ev=-12.247 orbital_gap_ha=0.267 multiplicity=1 total_charge=+1
C -1.962 3.159 1.989
N -1.680 1.692 2.034
C -2.535 0.991 3.044
C -1.765 1.054 0.711
O -2.846 1.140 0.058
C -0.590 0.191 0.022
N 0.699 0.458 0.732
C 1.685 1.240 -0.007
C 3.053 1.596 0.636
C 3.386 1.148 2.099
C 2.277 0.296 2.815
C 0.963 -0.020 2.071
H -0.987 3.762 1.863
H -2.439 3.549 2.968
H -2.702 3.448 1.151
H -3.534 0.672 2.579
H -2.782 1.639 3.954
H -1.963 0.068 3.443
H -0.514 0.588 -1.062
H -0.843 -0.924 -0.082
H 1.476 1.609 -1.071
H 3.804 2.199 0.025
H 4.381 1.418 2.612
H 2.432 -0.071 3.880
H 0.149 -0.621 2.622
N 1.694 -2.642 -2.839
C 1.506 -3.404 -3.929
C 0.290 -3.531 -4.581
C -0.800 -2.835 -4.079
C -0.634 -2.041 -2.953
C 0.624 -1.978 -2.376
H 2.387 -3.931 -4.281
H 0.197 -4.158 -5.458
H -1.769 -2.909 -4.561
H -1.464 -1.484 -2.534
H 0.805 -1.368 -1.496

41
Properties=species:S:1:pos:R:3 method="wB97M-V/def2-TZVPD" relative_energy_kj_mol=36.9 lumo_energy_ev=0.53 homo_ev=-8.571 orbital_gap_ha=0.334 smiles=CC[C@H](C)Sc1nnc(CSc2nc3nc(C)cc(C)n3n2)o1 multiplicity=1
C -1.880 -2.520 0.724
H -1.173 -1.872 1.240
C -2.879 -1.700 -0.083
C -3.719 -0.771 0.783
C -4.784 -0.036 -0.010
H -4.322 0.525 -0.819
H -5.337 0.648 0.629
H -5.482 -0.753 -0.437
H -4.177 -1.334 1.603
S -2.671 0.431 1.714
C -1.969 1.364 0.451
N -2.027 1.204 -0.836
N -1.305 2.204 -1.382
C -0.835 2.913 -0.410
C -0.003 4.124 -0.525
H 0.414 4.168 -1.529
H -0.591 5.021 -0.322
S 1.352 4.176 0.711
C 1.993 2.586 0.505
N 1.399 1.687 -0.272
N 2.184 0.617 -0.150
C 2.055 -0.586 -0.735
C 3.034 -1.501 -0.429
C 4.082 -1.152 0.448
N 4.175 0.035 1.005
C 3.243 0.922 0.716
N 3.105 2.171 1.122
C 5.149 -2.141 0.780
H 5.848 -1.696 1.481
H 4.710 -3.035 1.220
H 5.680 -2.436 -0.123
H 2.998 -2.487 -0.862
C 0.884 -0.818 -1.620
H 0.041 -1.169 -1.026
H 0.583 0.116 -2.091
H 1.111 -1.567 -2.373
O -1.235 2.445 0.796
H -3.564 -2.375 -0.601
H -2.368 -1.099 -0.837
H -1.325 -3.190 0.071
H -2.394 -3.120 1.472

Please write out number 4 again, unchanged.
37
Properties=species:S:1:pos:R:3 method="wB97M-V/def2-TZVPD" relative_energy_kj_mol=244.6 lumo_energy_ev=0.40 homo_ev=-8.861 orbital_gap_ha=0.340 smiles="N[C@@H](Cc1ccccc1)C(=O)N1CCC[C@H]1C(=O)O" multiplicity=1
C 1.169 -0.771 -0.880
C 0.773 0.601 -0.195
C -0.036 -1.640 -1.166
C -1.282 -1.045 -1.943
C -1.154 -0.357 -3.195
C -2.558 -1.289 -1.474
C -2.246 -0.058 -3.909
C -3.664 -0.781 -2.125
C -3.481 -0.132 -3.322
C 1.504 0.296 2.231
C 0.601 -0.687 2.838
C 1.845 1.445 3.184
C 0.725 2.481 2.927
C 0.650 2.385 1.368
H 2.477 -2.172 -0.965
H 2.842 -1.250 0.339
H 1.641 -0.521 -1.845
H 0.458 -2.386 -1.868
H -0.401 -2.089 -0.184
H -0.163 -0.428 -3.602
H -2.627 -2.055 -0.748
H -2.235 0.449 -4.894
H -4.705 -0.958 -1.867
H -4.376 0.182 -3.898
H 2.454 -0.271 2.033
H 2.811 1.952 2.894
H 1.979 1.227 4.246
H -0.225 2.205 3.284
H 0.855 3.522 3.241
H 1.459 2.976 0.850
H -0.255 2.828 0.962
H 1.269 -2.054 1.663
N 2.045 -1.676 -0.124
N 0.911 0.975 1.112
O 0.447 1.381 -1.117
O -0.349 -0.315 3.549
O 0.839 -1.970 2.600